[1]
76
Properties=species:S:1:pos:R:3:lowdin_charge:R:1 method="wB97M-V/def2-TZVPD" homo_energy_ha=-0.34237 total_energy_ev=-40402.39806 total_charge=0 multiplicity=1 e_lumo_ev=-0.06 max_force_ev_per_a=1.3
C -1.95 -3.47 -0.03 -0.058
C -2.80 -4.42 -0.74 -0.284
N -3.47 -5.11 -1.36 0.135
H -2.20 -3.43 1.03 0.085
H -2.07 -2.50 -0.51 0.053
H -0.91 -3.75 -0.15 0.073
C -2.25 1.79 2.31 -0.020
C -2.51 3.27 2.45 -0.495
O -2.58 3.96 1.47 0.077
C -2.65 3.82 3.85 -0.016
H -2.83 1.20 3.02 0.088
H -1.20 1.58 2.52 0.060
H -2.49 1.48 1.30 0.062
H -3.71 4.00 4.06 0.091
H -2.14 4.78 3.92 0.086
H -2.27 3.12 4.59 0.073
C -6.45 -0.70 -1.78 -0.019
C -5.39 0.21 -1.23 -0.499
O -5.67 1.25 -0.69 0.079
C -3.94 -0.21 -1.43 -0.014
H -7.36 -0.58 -1.20 0.084
H -6.14 -1.74 -1.79 0.077
H -6.67 -0.43 -2.82 0.092
H -3.83 -1.27 -1.24 0.061
H -3.26 0.48 -0.94 0.054
H -3.80 -0.12 -2.52 0.098
C 2.59 0.30 -0.70 -0.010
C 1.37 1.18 -0.80 -0.479
O 1.44 2.32 -1.21 0.078
C 0.07 0.61 -0.29 -0.010
H 3.47 0.84 -1.04 0.081
H 2.51 -0.64 -1.26 0.072
H 2.79 0.01 0.33 0.062
H 0.05 -0.47 -0.48 0.078
H -0.78 1.10 -0.74 0.040
H 0.00 0.78 0.79 0.066
C 7.44 1.64 0.78 -0.020
C 6.58 0.41 0.59 -0.506
O 6.13 0.13 -0.49 0.065
C 6.29 -0.44 1.81 -0.026
H 8.37 1.53 0.23 0.088
H 7.70 1.82 1.82 0.074
H 6.91 2.50 0.38 0.088
H 6.09 0.20 2.67 0.075
H 7.18 -1.03 2.04 0.093
H 5.48 -1.13 1.62 0.077
C 1.09 -0.11 5.17 -0.018
C 1.37 0.97 4.15 -0.501
O 0.86 2.06 4.22 0.065
C 2.32 0.61 3.03 -0.027
H 0.48 0.31 5.96 0.083
H 2.04 -0.47 5.57 0.083
H 0.55 -0.95 4.71 0.086
H 3.24 0.21 3.46 0.080
H 2.57 1.53 2.49 0.090
H 1.84 -0.11 2.37 0.073
C -1.16 1.33 -3.59 -0.024
C -1.78 2.71 -3.46 -0.495
O -2.17 3.31 -4.42 0.076
C -1.80 3.29 -2.07 -0.016
H -1.39 0.70 -2.73 0.040
H -0.08 1.46 -3.67 0.091
H -1.49 0.85 -4.51 0.084
H -2.32 2.63 -1.38 0.061
H -2.31 4.25 -2.08 0.091
H -0.78 3.46 -1.71 0.081
C 0.01 -5.10 -3.63 -0.018
C 0.94 -4.66 -2.53 -0.512
O 1.11 -5.38 -1.57 0.061
C 1.51 -3.26 -2.59 -0.027
H -0.17 -6.17 -3.49 0.085
H 0.34 -4.91 -4.65 0.081
H -0.95 -4.61 -3.42 0.081
H 2.03 -3.08 -1.64 0.073
H 0.72 -2.53 -2.72 0.077
H 2.26 -3.20 -3.38 0.090

=====

[2]
76
Properties=species:S:1:pos:R:3:lowdin_charge:R:1 method="wB97M-V/def2-TZVPD" homo_energy_ha=-0.33422 total_energy_ev=-40398.17532 total_charge=0 multiplicity=1 e_lumo_ev=0.75 max_force_ev_per_a=4.9
C 6.14 -1.54 -0.83 -0.128
C 4.96 -0.65 -1.45 -0.216
C 3.55 -1.45 -1.52 -0.162
N 2.38 -0.53 -1.63 -0.071
C 2.28 0.06 -2.99 -0.093
C 1.69 1.66 -2.83 -0.172
C 1.56 2.18 -1.25 -0.028
O 2.66 2.66 -2.29 -0.168
C 1.14 -1.14 -1.18 -0.395
O 1.11 -1.63 -0.02 0.034
O -0.06 -1.18 -1.92 -0.049
C -0.98 -0.16 -1.45 -0.150
C -2.50 -0.39 -1.92 -0.331
C -2.77 -1.82 -2.58 -0.093
C -3.45 -0.21 -0.61 -0.085
H 6.61 -2.23 -1.61 0.078
H 6.98 -0.82 -0.50 0.062
H 5.80 -2.10 0.10 0.074
H 4.85 0.33 -0.88 0.110
H 5.28 -0.36 -2.52 0.103
H 3.60 -2.05 -2.50 0.133
H 3.48 -2.20 -0.67 0.127
H 3.31 0.21 -3.46 0.122
H 1.55 -0.47 -3.69 0.125
H 0.84 2.01 -3.59 0.153
H 0.73 2.93 -1.11 0.103
H 2.22 1.72 -0.46 0.092
H -0.70 0.90 -1.79 0.111
H -0.99 -0.16 -0.30 0.128
H -2.81 0.41 -2.67 0.128
H -3.92 -1.94 -2.61 0.082
H -2.39 -2.69 -1.94 0.091
H -2.41 -1.90 -3.66 0.082
H -4.47 0.21 -0.91 0.048
H -3.64 -1.21 -0.08 0.073
H -3.00 0.53 0.14 0.084
C 8.72 0.76 3.32 -0.025
C 8.01 1.26 2.08 -0.502
O 6.98 0.75 1.69 0.049
C 8.63 2.43 1.36 -0.024
H 8.16 -0.08 3.74 0.083
H 9.72 0.42 3.05 0.085
H 8.77 1.55 4.06 0.086
H 9.63 2.16 1.01 0.085
H 8.68 3.29 2.02 0.086
H 8.01 2.68 0.49 0.084
C -5.75 -3.02 1.26 -0.018
C -6.58 -2.10 0.41 -0.477
O -6.08 -1.48 -0.52 0.032
C -8.04 -1.96 0.76 -0.027
H -4.72 -3.03 0.90 0.071
H -5.76 -2.68 2.30 0.090
H -6.14 -4.04 1.19 0.087
H -8.14 -1.57 1.77 0.090
H -8.53 -2.93 0.67 0.086
H -8.51 -1.26 0.07 0.068
C 2.42 -1.00 4.48 -0.026
C 2.14 0.23 3.66 -0.498
O 1.81 1.27 4.18 0.055
C 2.29 0.11 2.17 -0.021
H 2.28 -0.77 5.54 0.080
H 1.73 -1.80 4.20 0.085
H 3.46 -1.33 4.33 0.083
H 1.59 -0.64 1.79 0.061
H 3.31 -0.17 1.91 0.090
H 2.05 1.07 1.70 0.071
C -6.91 1.88 -1.26 -0.017
C -8.01 2.04 -0.24 -0.488
O -8.26 1.16 0.55 0.060
C -8.77 3.34 -0.24 -0.026
H -6.45 0.90 -1.15 0.047
H -7.33 1.96 -2.27 0.090
H -6.15 2.65 -1.11 0.090
H -9.27 3.48 -1.20 0.085
H -8.09 4.17 -0.04 0.085
H -9.53 3.31 0.55 0.082